[1]
Here is a molecular structure, C25H21F4IrN3 from the Open Molecules 2025 dataset. Energies are from the ωB97M-V functional and the def2-TZVPD basis.

ORCA input file:
```
! wB97M-V def2-TZVPD RIJCOSX def2/J DEFGRID3
* xyz 2 2
Ir 0.35915 -0.01230 -0.14261
F 4.25951 -2.75401 0.62252
F 1.40891 -0.54152 4.67738
F 0.72049 0.03158 2.13525
F 4.86295 -3.33253 3.15151
N -1.25904 1.25109 0.02437
N 2.07920 -0.97136 0.06384
N 0.66675 -0.33011 -2.11931
C -1.13589 2.62060 -0.03381
C -2.14416 4.83502 -0.07104
C 0.15831 0.82866 -2.90077
C 0.24617 4.58328 -0.16211
C 2.49452 -1.32245 1.29106
C 2.15777 -0.42080 -2.23857
C -1.94657 -3.51629 0.62182
C -3.54180 2.79133 0.14529
C -2.36307 -0.78543 0.28264
C -1.06914 -1.31496 0.29165
C -2.28799 3.42892 0.00768
C 2.10221 -1.07753 3.69158
C -3.62402 1.43207 0.24876
C -0.85027 -2.66449 0.48089
C -0.90544 5.39908 -0.15305
C 0.13605 3.22056 -0.11420
C 3.56553 -2.19686 1.60029
C 1.77495 -0.79332 2.39935
C 3.87376 -2.49599 2.91236
C 0.00396 -1.57321 -2.60201
C 3.16692 -1.93779 3.96508
C -3.44656 -1.64780 0.39505
C 2.70698 -1.36632 -1.19448
C -2.44884 0.67132 0.17918
C -3.23561 -3.00951 0.56843
H -0.79765 6.47402 -0.19435
H 2.44563 -2.40601 -1.41165
H 2.44659 -0.74259 -3.24096
H 0.15478 -3.06827 0.53520
H -4.57930 0.94603 0.38164
H 0.37813 -2.43752 -2.06269
H -4.08021 -3.67487 0.68248
H -0.92807 0.82987 -2.86470
H -4.45852 -1.26594 0.35064
H 1.02627 2.59645 -0.09147
H 2.55348 0.58558 -2.08368
H -1.06630 -1.49421 -2.43574
H 0.53972 1.75851 -2.48091
H -4.44107 3.39434 0.17727
H -3.03385 5.45166 -0.05653
H 3.79525 -1.32404 -1.18083
H -1.78558 -4.57603 0.76813
H 1.22355 5.04596 -0.19477
H 0.48221 0.74420 -3.94013
H 0.20263 -1.69531 -3.66847
H 3.43660 -2.17078 4.98748
*
```

[2]
Here is a molecular structure, C25H21F5N6O2STi from the Open Molecules 2025 dataset. Energies are from the ωB97M-V functional and the def2-TZVPD basis.

ORCA input file:
```
! wB97M-V def2-TZVPD RIJCOSX def2/J DEFGRID3
* xyz 2 1
Ti 0.30485 -0.01062 0.06799
S -1.76686 0.17895 1.38303
F -3.77234 1.41273 3.18980
F -1.29867 5.11511 0.09834
F -3.20570 5.87066 1.88921
F -0.62268 2.50951 -0.11882
F -4.42528 4.00225 3.42081
O 1.48130 1.18494 0.52210
O 2.54159 3.09233 -0.03084
N 0.30848 -2.17986 -0.41594
N 3.82998 -0.14602 0.58856
N 1.38445 -0.07900 -1.77800
N -1.29588 -0.14675 -1.53313
N 0.83357 -0.98264 1.91424
N 3.76435 1.20188 0.21658
C 2.62608 1.93155 0.21735
C -2.07439 0.86906 -1.93149
C 0.38863 -2.04091 4.42881
C -3.15370 2.30591 2.42252
C 0.86794 -0.74247 4.28470
C -3.15017 -1.62986 -1.79046
C -2.87873 4.59851 1.76733
C 1.59560 -2.38766 -1.15437
C -1.58820 2.87846 0.76362
C 2.49548 -1.47723 -3.34182
C -3.50057 3.63949 2.55005
C -3.95935 -0.56661 -2.16736
C -3.39971 0.69552 -2.28018
C 2.28103 0.87271 -3.76088
C -2.18465 1.89173 1.52072
C 1.82133 -1.28855 -2.15227
C 0.43315 -2.24676 2.06608
C -1.82645 -1.37879 -1.51966
C 0.29751 -3.04758 0.80779
C -0.85160 -2.50387 -1.32844
C 1.05146 -0.24005 3.02120
C 1.60715 0.98510 -2.56415
C 2.72919 -0.37866 -4.15669
C 0.16599 -2.80645 3.29995
C -1.90677 4.21571 0.85824
H -3.53658 -2.63891 -1.73332
H 4.48612 -0.60289 -0.03354
H 1.34700 0.78586 2.86103
H 3.25550 -0.49909 -5.09458
H -0.61275 -3.64099 0.82903
H -3.98182 1.54565 -2.60557
H 1.24119 1.94067 -2.20626
H 2.83242 -2.46606 -3.62415
H 1.06075 -0.11326 5.14195
H -1.62385 1.84907 -1.95470
H -0.19276 -3.82468 3.37155
H -1.35698 -3.39834 -0.97468
H 4.19512 -0.22618 1.53216
H -0.43166 -2.74604 -2.30693
H 1.12861 -3.75221 0.73988
H 2.40233 -2.36044 -0.41959
H 1.60171 -3.36190 -1.64553
H 4.60648 1.76107 0.18856
H -5.00669 -0.72829 -2.38618
H 2.44723 1.75281 -4.36568
H 0.19122 -2.44761 5.41203
*
```

[3]
Here is a molecular structure, C25H22BrCl2IrN3OP from the Open Molecules 2025 dataset. Energies are from the ωB97M-V functional and the def2-TZVPD basis.

ORCA input file:
```
! wB97M-V def2-TZVPD RIJCOSX def2/J DEFGRID3
* xyz 1 2
Ir -0.11668 0.13703 -0.30075
Br 3.56490 4.98767 3.96762
Cl -3.89760 0.84055 -3.33738
Cl 1.44825 0.95697 -2.36543
P -1.68429 -0.16719 1.18580
O -0.05533 2.11391 0.10352
N 0.05313 -1.86907 -0.68666
N -1.46691 0.42622 -1.70717
N 1.36128 -0.34191 1.05781
C -0.78567 2.19596 -5.41315
C 0.75458 4.04169 1.07523
C 1.56200 4.71479 1.94610
C 0.93786 -2.51705 0.14544
C 2.70693 -3.77511 1.86329
C 2.56392 2.67649 2.66556
C 2.03229 -4.52609 0.94698
C 0.30693 1.92563 -4.58756
C -0.61331 -2.54406 -1.59274
C 0.07827 1.33811 -3.37267
C 1.73617 1.94067 1.76618
C -1.50744 0.86281 2.65401
C 1.12609 -3.90297 0.05804
C -0.46639 -3.93649 -1.74679
C 0.38907 -4.60659 -0.92526
C 2.47834 4.02517 2.76271
C 0.79176 2.63067 0.95411
C -1.22226 0.97715 -2.87474
C 2.51933 -2.37494 1.93999
C -3.29731 0.24276 0.49887
C 1.97337 0.53523 1.77848
C 1.65009 -1.74492 1.09748
C -2.07774 1.85726 -5.01725
C -1.83198 -1.85206 1.82508
C -2.28979 1.25820 -3.79820
H 3.08345 -1.82080 2.67846
H 3.40121 -4.24534 2.54640
H -2.00820 -2.55787 1.01334
H 0.51781 -5.67871 -1.01435
H 1.50673 5.79417 2.00767
H -2.38508 0.68734 3.27851
H -2.68114 -1.88177 2.50934
H -2.92016 2.05941 -5.66409
H -0.62505 2.66732 -6.37334
H -1.04069 -4.44412 -2.50863
H 1.31229 2.17080 -4.90217
H -4.06891 0.10688 1.25937
H -1.46556 1.91513 2.37658
H -0.61053 0.60940 3.21946
H 2.76199 0.20017 2.44947
H -3.28312 1.27706 0.15671
H -1.29636 -1.96329 -2.20303
H -3.49735 -0.38122 -0.36978
H 2.18046 -5.59714 0.88648
H 3.27472 2.13459 3.27840
H 0.05368 4.56990 0.44285
H -0.93203 -2.14839 2.36582
*
```

[4]
Here is a molecular structure, C25H22Cl2O2Zn from the Open Molecules 2025 dataset. Energies are from the ωB97M-V functional and the def2-TZVPD basis.

ORCA input file:
```
! wB97M-V def2-TZVPD RIJCOSX def2/J DEFGRID3
* xyz -2 1
Zn -1.27456 3.86010 2.02276
Cl -1.35961 4.30347 4.13054
Cl 0.37411 3.61994 0.64026
O 0.36960 -2.76367 -5.16633
O 3.07527 -1.45884 4.73514
C 1.69099 -0.42511 0.92275
C 0.47900 -4.21066 -5.13346
C 1.15833 -2.13112 -1.64781
C -2.04230 1.38037 1.80009
C 1.27538 0.03854 -0.36121
C -2.99086 2.44023 1.53754
C -1.85531 0.64261 0.61271
C -4.11763 3.18338 -0.68518
C -2.91879 0.83615 -1.74170
C -3.80117 1.60019 -2.51355
C 1.86555 0.56246 1.96012
C 1.95457 -1.78434 1.28299
C 0.70244 -0.01938 -2.76054
C -2.62065 1.24948 -0.43647
C 0.49114 -0.71523 -3.93505
C 2.32253 0.15456 3.20346
C 2.59092 -1.21139 3.49216
C 3.18970 -0.14469 5.38339
C -4.38492 2.77215 -1.99870
C 0.60369 -2.13274 -3.98706
C -3.30357 2.39276 0.12494
C 2.39595 -2.20402 2.51374
C 2.66759 0.92394 4.43007
C 0.94938 -2.83153 -2.80696
C 1.06179 -0.72089 -1.54716
H 3.43243 1.67404 4.22573
H -0.23284 -4.66920 -4.42956
H 1.13348 1.12272 -0.44225
H -4.03343 1.28843 -3.53358
H 0.22829 -4.47149 -6.15662
H 1.49870 -4.54313 -4.88597
H -2.46364 -0.08257 -2.11352
H -1.52256 1.24103 2.75313
H -4.55870 4.09023 -0.27533
H 0.23227 -0.20257 -4.85780
H 2.59888 -3.24357 2.72118
H 1.81813 -2.60064 0.59233
H 4.24961 -0.01361 5.60862
H -1.29836 -0.28636 0.48169
H 1.39794 -2.78130 -0.81724
H 1.79285 1.43500 4.83602
H -5.06056 3.35657 -2.63103
H 1.05399 -3.91945 -2.78558
H 1.62873 1.62215 1.77605
H 0.60196 1.07755 -2.72016
H 2.61328 -0.21098 6.30686
H -3.65902 2.91042 2.27555
*
```

[5]
Here is a molecular structure, C25H22Cl3IrO6S3 from the Open Molecules 2025 dataset. Energies are from the ωB97M-V functional and the def2-TZVPD basis.

ORCA input file:
```
! wB97M-V def2-TZVPD RIJCOSX def2/J DEFGRID3
* xyz 1 2
Ir -0.25581 -1.00390 -0.77930
Cl -1.33100 1.39777 4.05779
Cl -1.74541 -1.42951 3.68215
Cl -3.66254 0.44498 2.60628
S -0.82789 2.14661 -1.55706
S 3.19240 -0.73699 -0.11667
S -0.37238 -3.17295 -0.40057
O -0.94115 -0.84010 1.06424
O -2.13779 -0.89475 -1.31407
O -0.97045 1.39933 1.13312
O -4.20987 -0.72947 -0.60290
O 0.00126 0.84232 -1.66027
O 1.83109 -0.93571 -0.76871
C -1.63664 3.75167 -3.56372
C -3.05905 -2.63623 0.16052
C -3.16167 -1.32226 -0.59252
C 2.11578 1.84602 0.41022
C -3.22272 -5.12392 1.48283
C -1.94426 -3.50571 0.21869
C -0.59465 3.88848 -5.72288
C -0.70654 2.78453 -3.20724
C 0.31410 2.90336 -5.35874
C 3.40279 1.05812 0.12343
C 0.26471 2.34151 -4.09237
C -1.56878 4.31231 -4.82992
C -1.95557 0.17004 2.95474
C 0.31478 3.28666 -0.70682
C 4.29589 -2.41842 3.32454
C 3.21436 -2.19440 4.16478
C 1.75869 2.78705 -0.75395
C -1.21843 0.31169 1.58982
C -4.22274 -3.03954 0.79339
C 4.25285 -1.98159 2.00908
C -4.30822 -4.25666 1.45813
C 3.12536 -1.30399 1.56262
C -2.05151 -4.75475 0.85791
C 2.08448 -1.53379 3.69850
C 2.03558 -1.07952 2.38994
H 4.13852 1.11735 0.92718
H -5.23289 -4.53242 1.94717
H -0.55069 4.31952 -6.71399
H 0.18472 4.24462 -1.20884
H -3.29064 -6.07800 1.98694
H 3.88913 1.40321 -0.79019
H -0.06618 3.36159 0.30898
H 1.05996 2.56677 -6.06607
H 1.28266 1.17204 0.60842
H 2.41519 3.65938 -0.73086
H 1.23664 -1.37170 4.35015
H -5.07324 -2.37444 0.74250
H 3.24825 -2.54429 5.18787
H -2.41047 4.05415 -2.86779
H 5.16778 -2.94551 3.68692
H -2.28701 5.06546 -5.12350
H 0.94779 1.55523 -3.80250
H 1.15310 -0.58298 2.01799
H 2.24911 2.43089 1.32143
H 5.08142 -2.17262 1.33806
H 1.94883 2.28538 -1.70491
H -1.19107 -5.41194 0.87003
*
```

[6]
Here is a molecular structure, C25H22F5LuN3O2S4 from the Open Molecules 2025 dataset. Energies are from the ωB97M-V functional and the def2-TZVPD basis.

ORCA input file:
```
! wB97M-V def2-TZVPD RIJCOSX def2/J DEFGRID3
* xyz 1 1
Lu 0.74362 0.64463 0.16578
S 1.04640 -2.08534 1.26750
S 1.40228 1.52665 -2.23541
S -0.87341 0.43984 2.59452
S 2.46810 0.64284 2.65806
F 2.19340 -3.47896 -1.66379
F 0.76771 -4.12174 -3.90101
F 2.41788 -0.87876 -0.91340
F -0.31812 -2.15015 -5.41244
F -0.02141 0.41812 -4.73421
O -1.66755 -3.01540 -0.86375
O -0.74314 -0.58626 -0.44593
N 0.90776 3.06120 0.78231
N -2.09462 1.13506 -1.12480
N -1.14980 1.82432 -0.38433
C 0.96291 5.83596 0.96481
C -0.59284 -1.15174 3.40722
C 0.94069 -2.84715 -3.56383
C -2.37276 -2.45512 -1.89588
C 1.95223 3.69881 1.31579
C 2.55045 -2.15643 2.23707
C -3.85198 -1.35802 -3.99145
C 1.78692 -1.19319 -2.10358
C -2.47565 -1.06527 -2.01001
C 1.66760 -2.52472 -2.42804
C -0.30753 -2.28680 2.43034
C -1.21836 3.09270 -0.35681
C -0.04303 1.59176 3.69146
C -3.71886 -2.73778 -3.87422
C -0.12019 5.19172 0.38644
C -3.22886 -0.54461 -3.06863
C -1.75126 -0.12597 -1.13656
C 0.38359 -1.83743 -4.33094
C 1.43767 1.32503 3.99111
C 2.02132 5.07818 1.43253
C -2.98677 -3.27813 -2.83473
C 2.81891 -1.04376 3.24637
C 0.54485 -0.50742 -3.96595
C 1.24591 -0.14510 -2.82295
C -0.11396 3.80953 0.30749
H 1.55063 0.64085 4.83127
H -0.14979 -3.20988 2.99281
H -0.15849 2.55688 3.19649
H -3.29396 0.52990 -3.16844
H -0.95779 5.74757 -0.00975
H 2.23807 -1.19068 4.15356
H -1.70287 -3.97163 -0.97675
H -4.41848 -0.92300 -4.80158
H -1.48857 -1.39822 3.97891
H -1.17158 -2.46079 1.78503
H 2.62284 -3.11761 2.75093
H 3.86747 -1.07958 3.54209
H 2.77734 3.08094 1.64932
H 2.89601 5.53674 1.86973
H -2.01181 3.63018 -0.86775
H -0.57640 1.67368 4.64033
H 1.89994 2.25837 4.31344
H 3.33686 -2.16861 1.47820
H -2.88382 -4.35343 -2.73927
H 0.21570 -1.04116 4.12393
H 0.98425 6.91486 1.03505
H -4.18564 -3.39649 -4.59369
*
```

[7]
Here is a molecular structure, C25H22FeN4O3Te from the Open Molecules 2025 dataset. Energies are from the ωB97M-V functional and the def2-TZVPD basis.

ORCA input file:
```
! wB97M-V def2-TZVPD RIJCOSX def2/J DEFGRID3
* xyz 0 1
Te 2.05859 -0.95548 0.54455
Fe -0.05633 0.65061 0.58385
O -2.75198 -2.63071 -0.62783
O -1.32163 -0.88796 0.45954
O -1.78532 1.79040 0.77885
N -0.42499 1.22298 -1.55584
N -0.18866 0.17593 2.39058
N -0.95033 -0.87553 2.73332
N 1.08499 2.12093 1.32425
C -2.38436 -2.55040 1.75348
C 3.10420 -1.55678 -2.28339
C -3.48345 -4.21360 3.12447
C -0.82516 -0.22060 -3.41324
C -2.14219 2.44645 -0.43667
C -2.96517 -3.11811 0.60798
C -2.18228 0.03054 -3.34251
C 3.74211 -1.31129 -3.49284
C 0.43923 0.90495 3.25041
C 2.60483 3.95472 1.36301
C -2.65429 0.91463 -2.38171
C 1.77457 3.07354 0.69854
C -1.50845 -1.37786 1.62884
C -3.79983 -4.22778 0.73598
C -2.65766 -3.11598 3.00281
C 2.72661 3.83403 2.74276
C 4.40306 -0.10810 -3.70376
C 3.11213 -0.60521 -1.26176
C -4.05459 -4.76784 1.97994
C 0.01756 0.38115 -2.48811
C 2.02184 2.84785 3.39946
C -1.74270 1.50627 -1.53187
C 3.82071 0.57783 -1.46884
C 1.20158 1.99140 2.66843
C 4.44869 0.83136 -2.68242
H 4.98133 1.76386 -2.82733
H 3.37397 4.50222 3.29517
H -0.41256 -0.90065 -4.14518
H 2.10665 2.71802 4.47005
H 4.89409 0.08780 -4.64854
H 3.87143 1.31061 -0.67222
H 3.14803 4.70911 0.81250
H 3.72222 -2.06263 -4.27337
H -3.68370 -4.64070 4.09766
H -2.87026 -0.46029 -4.01804
H 1.65602 3.10529 -0.37758
H -2.19770 -2.66791 3.87169
H 1.07633 0.18199 -2.48809
H -4.70245 -5.63161 2.06254
H -4.23152 -4.64685 -0.16332
H -1.57773 3.37726 -0.54236
H -3.70948 1.13122 -2.28680
H 0.41495 0.69105 4.31205
H 2.57881 -2.49154 -2.12986
H -1.77968 2.41156 1.51521
H -3.21094 2.65692 -0.43988
H -2.12913 -1.87706 -0.52457
*
```

[8]
Here is a molecular structure, C25H22IN6Pt from the Open Molecules 2025 dataset. Energies are from the ωB97M-V functional and the def2-TZVPD basis.

ORCA input file:
```
! wB97M-V def2-TZVPD RIJCOSX def2/J DEFGRID3
* xyz 1 1
Pt -1.34901 0.02931 0.26226
I 0.29956 -0.25763 3.21596
N -2.44734 -0.38508 2.02927
N -1.01166 1.95726 0.79568
N 0.02911 2.69499 0.35013
N 0.28932 0.06978 -0.89799
N -1.76948 -1.77503 -0.51375
N -0.78668 -2.55813 -0.99876
C -1.29931 -3.49320 -1.81569
C 1.89555 3.52287 -2.73154
C 0.58209 -2.34844 -0.66352
C 1.36573 -3.45542 -0.37048
C -3.78032 -0.56192 2.05868
C 1.57560 1.13263 -2.64990
C -3.81905 -0.55212 4.43098
C 0.20282 3.76337 1.15390
C -4.50227 -0.64460 3.22943
C 3.25984 -2.04031 -0.19830
C 1.09971 -1.04582 -0.70013
C 2.10597 2.24775 -3.25822
C 1.16590 3.61825 -1.56246
C 2.40835 4.75186 -3.43055
C -1.51459 2.59859 1.85083
C 3.57734 -4.51994 0.19483
C 2.47503 -0.93136 -0.45211
C 0.68375 2.48315 -0.90664
C 2.72511 -3.32624 -0.13901
C -1.78521 -0.32637 3.19651
C 0.84567 1.21530 -1.45648
C -0.77446 3.74325 2.12093
C -2.44351 -0.40560 4.41463
C -2.90511 -2.19700 -1.06955
C -2.66265 -3.30125 -1.88136
H -1.87356 -0.36707 5.33082
H -0.92720 4.45851 2.90866
H 0.95329 4.59820 -1.15528
H -5.57365 -0.77692 3.19409
H 4.31908 -1.90053 -0.01679
H 3.49887 -4.77392 1.25381
H -4.34651 -0.61178 5.37361
H 3.27567 -5.39709 -0.37737
H -3.83046 -1.69137 -0.85321
H 3.29875 4.52500 -4.01516
H 4.62666 -4.32265 -0.01945
H -3.37588 -3.86746 -2.45225
H 2.92706 0.05167 -0.46715
H -4.26746 -0.63381 1.09785
H -0.65450 -4.20278 -2.30428
H 2.66111 5.53855 -2.72037
H 1.70786 0.15531 -3.09615
H 1.65776 5.15166 -4.11520
H 0.99366 4.46652 0.96695
H 2.66280 2.13671 -4.18073
H 0.89656 -4.43209 -0.32925
H -2.36575 2.19243 2.36928
*
```

| no. | E (eV) |
| --- | --- |
| 1 | -44429.2917 |
| 2 | -86827.3887 |
| 3 | -140011.6305 |
| 4 | -103841.3421 |
| 5 | -111471.8419 |
| 6 | -125394.2339 |
| 7 | -80065.6089 |
| 8 | -46565.1116 |